232
Properties=species:S:1:pos:R:3 method="wB97M-V/def2-TZVPD" charge=0 orbital_gap_ev=9.7 homo_energy_ev=-9.457 spin_multiplicity=1 max_force_ev_per_a=4.521
C -5.03391 -3.03598 -1.40475
C -5.18176 -2.90094 0.03539
O -4.20335 -2.53925 0.77649
C -6.48119 -3.27475 0.64280
H -4.40432 -3.90665 -1.57599
H -4.50201 -2.16305 -1.77357
H -5.93714 -3.15550 -1.97655
H -6.43491 -3.29550 1.75054
H -6.92133 -4.17603 0.22427
H -7.18288 -2.45819 0.36965
C 1.78386 -3.93707 -4.08092
C 2.92054 -3.02061 -3.83231
O 3.22918 -2.10057 -4.60195
C 3.66739 -3.27427 -2.51617
H 1.05146 -3.62865 -3.30038
H 2.02138 -4.98720 -3.89447
H 1.21494 -3.93172 -5.01842
H 3.08875 -3.74185 -1.70702
H 4.11974 -2.34828 -2.12809
H 4.47033 -3.94125 -2.80277
C -2.17381 -3.60483 -3.85710
C -1.92925 -3.02155 -5.28203
O -1.11833 -3.43680 -6.09461
C -2.77496 -1.88696 -5.77332
H -3.22216 -3.91149 -3.84854
H -2.16602 -2.76718 -3.15735
H -1.46628 -4.35903 -3.49662
H -2.29395 -0.92045 -5.62520
H -3.67538 -1.91371 -5.18185
H -3.04379 -2.04888 -6.80532
C -6.41767 -2.24556 5.26501
C -5.04214 -1.76979 4.84454
O -4.65683 -0.62111 5.02957
C -4.12339 -2.79447 4.25968
H -6.44761 -3.35931 5.35291
H -7.20365 -1.93389 4.58519
H -6.66787 -1.76192 6.19240
H -3.67659 -3.40713 5.04702
H -3.39268 -2.34506 3.59292
H -4.71400 -3.50191 3.67269
C 3.48560 -1.95462 1.54848
C 4.44612 -1.36120 0.57709
O 4.17554 -0.27532 0.04989
C 5.72385 -2.06580 0.26762
H 3.97841 -2.36848 2.42427
H 3.03538 -2.80104 1.01967
H 2.68103 -1.24767 1.80545
H 6.38918 -1.67747 1.04538
H 6.04788 -1.65564 -0.69122
H 5.67279 -3.15131 0.22002
C 5.88390 -0.09424 -3.17600
C 6.35258 0.71359 -4.35933
O 7.20690 1.60007 -4.33964
C 5.70545 0.39823 -5.71090
H 5.82190 -1.19435 -3.37590
H 4.84842 0.12437 -2.88430
H 6.54782 0.13158 -2.33439
H 4.95008 -0.38805 -5.72307
H 6.51561 0.04252 -6.36153
H 5.39555 1.33896 -6.16241
C 2.16372 -6.02928 0.48520
C 2.28099 -6.88886 1.72890
O 1.93138 -6.35485 2.77423
C 2.80240 -8.31018 1.55811
H 1.59154 -5.10737 0.74442
H 1.55723 -6.43023 -0.33332
H 3.17486 -5.61937 0.25151
H 2.76888 -8.82098 2.51495
H 3.80697 -8.33567 1.13138
H 2.17829 -8.74163 0.79764
C -0.41215 3.27959 -2.41355
C -0.97166 3.61087 -1.09554
O -1.62903 2.79905 -0.46030
C -0.86428 4.99157 -0.61368
H -0.64292 2.25369 -2.66702
H 0.65279 3.46426 -2.36691
H -0.85350 3.94766 -3.15389
H -1.42299 5.04037 0.31863
H -1.30549 5.71094 -1.29526
H 0.20214 5.26282 -0.46638
C -1.97284 0.58947 3.84082
C -1.18497 0.81680 5.09623
O -0.70569 1.93997 5.30643
C -0.98537 -0.30679 6.01718
H -1.74711 1.29491 3.06465
H -3.03567 0.71336 4.05793
H -1.87968 -0.39696 3.39520
H -0.21723 -0.95800 5.59145
H -1.84427 -0.95724 6.15488
H -0.70913 0.10857 6.97623
C -1.05737 -0.89942 0.26296
C -0.07610 -1.41262 -0.70682
O 0.04359 -2.59654 -1.00714
C 0.92019 -0.43819 -1.25016
H -0.57835 -0.98490 1.25992
H -1.89728 -1.61353 0.26203
H -1.34322 0.12484 0.01813
H 0.49422 0.48874 -1.59704
H 1.32790 -0.92518 -2.11550
H 1.73692 -0.30079 -0.55335
C -3.60556 -6.52509 1.47984
C -2.12768 -6.17288 1.25328
C -1.77898 -5.49623 -0.08216
C -2.13551 -6.36520 -1.19857
N -2.48881 -7.09943 -1.99537
H -3.86410 -7.29245 0.74131
H -4.24047 -5.66645 1.29191
H -3.77671 -6.87088 2.49864
H -1.52060 -7.05988 1.34096
H -1.84127 -5.48162 2.06142
H -0.71927 -5.21844 -0.14270
H -2.32118 -4.56257 -0.22897
C 1.04829 0.54718 -4.82436
C 0.73617 -0.39039 -5.96004
C 1.85710 -0.35556 -6.99017
C 2.38606 0.95933 -7.38146
N 2.95901 1.89012 -7.71999
H 1.87519 0.19746 -4.18695
H 0.21852 0.63752 -4.14043
H 1.28491 1.53097 -5.24547
H -0.20373 -0.06727 -6.43013
H 0.67839 -1.43219 -5.65312
H 1.53740 -0.87877 -7.89713
H 2.72750 -0.86260 -6.54172
C -1.62872 4.31943 3.26453
C -0.95563 5.27023 4.27481
C 0.11768 6.15194 3.70257
C -0.34844 7.06941 2.64714
N -0.71090 7.79513 1.80206
H -0.79953 3.90010 2.66417
H -2.25086 4.81211 2.52898
H -2.17122 3.49516 3.73760
H -0.48726 4.65528 5.03352
H -1.66859 5.87255 4.80455
H 0.92151 5.50667 3.31150
H 0.53012 6.80675 4.49837
C 0.35985 -3.50306 3.63003
C 0.82178 -3.87526 5.06658
C 0.54257 -5.33296 5.37191
C -0.88211 -5.75540 5.40088
N -1.98810 -6.08032 5.46902
H 0.48809 -4.37712 2.97459
H 0.95866 -2.65821 3.23947
H -0.69327 -3.18921 3.62023
H 0.34989 -3.20927 5.81460
H 1.89383 -3.66956 5.06611
H 0.86588 -5.67288 6.34780
H 1.06382 -5.90437 4.59092
C 3.51017 3.98576 -5.17843
C 2.25041 4.49858 -5.83874
C 1.94402 5.94976 -5.51818
C 1.72919 6.27470 -4.12653
N 1.45178 6.48173 -3.01927
H 4.36652 4.66862 -5.41599
H 3.74211 2.96135 -5.53491
H 3.44690 3.94111 -4.08514
H 1.38841 3.88903 -5.53244
H 2.28534 4.47920 -6.92499
H 1.09717 6.32293 -6.08812
H 2.75992 6.60375 -5.85415
C 7.63028 1.55736 0.37033
C 7.68855 2.16159 1.74816
C 6.77331 1.48015 2.76482
C 7.09606 0.07232 3.00838
N 7.39926 -1.00557 3.22962
H 8.24067 2.14053 -0.34731
H 6.63099 1.50776 -0.05237
H 8.01843 0.53294 0.29052
H 7.35890 3.20879 1.72006
H 8.70011 2.19135 2.17979
H 5.73441 1.44123 2.49477
H 6.77800 2.01292 3.71768
C 3.33841 4.29569 -0.79919
C 3.35781 2.80266 -0.39310
C 2.34926 2.45505 0.67381
C 2.55080 3.12205 1.96708
N 2.68479 3.74694 2.90415
H 2.31891 4.66878 -0.72284
H 3.79421 4.47375 -1.79118
H 3.91237 4.90339 -0.07522
H 4.36351 2.51876 -0.12313
H 3.13141 2.25277 -1.29348
H 2.35459 1.37357 0.92815
H 1.34737 2.68218 0.28949
C 4.26647 0.00306 5.66640
C 2.96424 0.62575 6.05917
C 2.24051 1.48961 5.01186
C 1.66708 0.73733 3.87073
N 1.19629 0.23663 2.94726
H 4.93697 0.75235 5.18966
H 4.06695 -0.76235 4.91986
H 4.83467 -0.40958 6.48181
H 3.16830 1.32362 6.86940
H 2.30205 -0.09378 6.49745
H 2.91491 2.22692 4.53306
H 1.48169 2.10399 5.48749
C -5.52449 0.98032 -4.25171
C -4.97733 2.13734 -3.45265
C -3.42353 2.15847 -3.46410
C -2.77058 0.94578 -3.02966
N -2.26917 -0.01990 -2.63981
H -5.39764 0.02887 -3.72879
H -5.12401 0.90051 -5.24977
H -6.59442 1.12465 -4.33541
H -5.36321 2.01557 -2.44364
H -5.33025 3.08905 -3.83752
H -3.02183 2.97575 -2.86647
H -3.08374 2.34629 -4.48892
C -5.56826 7.03332 1.15694
C -4.28780 6.23602 1.28595
C -4.35167 4.93672 0.49009
C -4.29719 5.00349 -0.98510
N -4.16380 4.96753 -2.12302
H -5.56449 7.81738 1.94466
H -6.42117 6.39154 1.33258
H -5.68959 7.44969 0.13503
H -4.15593 5.90022 2.30904
H -3.42759 6.84485 1.02153
H -5.29256 4.41992 0.69155
H -3.59571 4.18299 0.70357
C -6.07867 1.52049 2.20658
C -4.71949 1.07978 1.60543
C -4.58656 1.32473 0.08549
C -5.52134 0.41806 -0.64884
N -6.29233 -0.26540 -1.16565
H -5.96328 1.52808 3.28557
H -6.90172 0.87504 1.92231
H -6.27925 2.56683 1.91005
H -4.48286 0.03167 1.80962
H -3.85676 1.69782 1.94721
H -3.57649 1.04037 -0.25792
H -4.86367 2.34264 -0.14919